Entry from the Open Molecules 2025 dataset: a 6-piece molecular cluster, C37H81BF4N4O3 overall at a distorted geometry (ωB97M-V/def2-TZVPD).

M ... 716.9 g mol⁻¹
HOMO level ... -0.3851 hartree
Relative energy (zero: lowest compared OMol25 entry of this formula, charge and spin) ... 46.8 kcal/mol
E_LUMO ... -4.58 eV
Gap between HOMO and LUMO ... 5.90 eV

```
! RIJCOSX wB97M-V def2-TZVPD def2/J DEFGRID3
* xyz 2 1
C 0.219 2.994 2.999
C -0.069 2.767 4.495
C -1.312 1.941 4.669
N -1.716 1.671 6.110
C -0.592 0.978 6.815
C -0.310 -0.454 6.331
C -1.598 -1.256 6.094
C -2.833 -0.505 5.634
C -3.007 0.927 6.183
C -1.879 2.910 6.869
H 0.105 2.108 2.372
H 1.212 3.416 2.890
H -0.529 3.682 2.593
H -0.299 3.750 4.917
H 0.796 2.369 5.011
H -1.109 0.931 4.309
H -2.224 2.285 4.182
H 0.263 1.634 6.806
H -0.891 0.838 7.860
H 0.381 -0.345 5.486
H 0.226 -0.988 7.112
H -1.479 -2.184 5.542
H -1.825 -1.619 7.111
H -2.796 -0.457 4.534
H -3.756 -1.008 5.938
H -3.747 1.538 5.680
H -3.248 0.782 7.241
H -2.308 2.700 7.848
H -2.598 3.566 6.376
H -0.947 3.434 7.047
C 7.318 -1.338 -0.776
C 6.269 -1.849 0.187
C 5.070 -2.444 -0.500
N 4.153 -3.147 0.429
C 3.555 -2.274 1.461
C 2.514 -2.995 2.280
C 1.358 -3.635 1.424
C 1.938 -4.401 0.265
C 3.033 -3.638 -0.452
C 4.772 -4.334 0.986
H 8.144 -0.912 -0.216
H 6.853 -0.534 -1.357
H 7.666 -2.028 -1.543
H 5.964 -0.975 0.782
H 6.666 -2.508 0.966
H 5.452 -3.242 -1.143
H 4.543 -1.760 -1.162
H 3.086 -1.425 0.981
H 4.384 -1.974 2.105
H 1.960 -2.313 2.931
H 2.980 -3.760 2.909
H 0.693 -2.806 1.199
H 0.907 -4.309 2.156
H 1.194 -4.552 -0.523
H 2.297 -5.398 0.508
H 2.565 -2.895 -1.101
H 3.553 -4.278 -1.169
H 4.130 -5.161 1.244
H 5.419 -4.058 1.818
H 5.477 -4.721 0.247
C 2.192 -0.002 -6.222
C 0.971 -0.073 -5.286
C 0.164 -1.270 -5.693
N -1.094 -1.501 -4.922
C -2.000 -2.528 -5.514
C -3.181 -2.988 -4.603
C -2.669 -3.342 -3.236
C -1.866 -2.207 -2.638
C -0.682 -1.968 -3.544
C -1.887 -0.248 -4.746
H 1.867 0.260 -7.231
H 2.769 -0.920 -6.124
H 2.886 0.794 -5.952
H 0.422 0.861 -5.443
H 1.318 -0.157 -4.257
H 0.795 -2.156 -5.618
H -0.252 -1.142 -6.697
H -1.386 -3.413 -5.678
H -2.445 -2.153 -6.432
H -3.453 -3.924 -5.094
H -3.978 -2.252 -4.667
H -2.179 -4.323 -3.272
H -3.470 -3.635 -2.538
H -1.532 -2.492 -1.637
H -2.521 -1.351 -2.450
H -0.153 -2.919 -3.646
H 0.059 -1.269 -3.168
H -1.985 0.120 -5.770
H -1.273 0.460 -4.199
H -2.860 -0.401 -4.316
C -0.338 6.212 0.539
C -0.851 4.944 -0.085
C -2.314 4.678 0.257
N -2.800 3.388 -0.257
C -2.701 3.359 -1.749
C -3.053 1.982 -2.254
C -4.503 1.707 -1.958
C -4.919 2.029 -0.501
C -4.270 3.304 0.029
C -2.265 2.218 0.491
H -0.082 6.094 1.595
H -0.937 7.118 0.441
H 0.601 6.466 0.042
H -0.224 4.071 0.117
H -0.815 5.062 -1.173
H -2.928 5.470 -0.163
H -2.467 4.572 1.335
H -3.125 4.116 -2.409
H -1.624 3.447 -1.925
H -2.841 1.981 -3.323
H -2.395 1.232 -1.818
H -5.159 2.348 -2.563
H -4.804 0.687 -2.210
H -6.006 2.090 -0.536
H -4.713 1.182 0.162
H -4.808 4.161 -0.382
H -4.404 3.419 1.106
H -2.714 1.269 0.257
H -2.583 2.446 1.508
H -1.190 2.250 0.341
B 0.947 1.247 -1.168
F -0.066 1.862 -1.952
F 1.186 2.074 -0.010
F 0.393 -0.042 -0.756
F 2.150 1.059 -1.850
O 3.994 -1.445 -4.122
C 3.679 -2.803 -4.296
O 2.574 -3.194 -3.697
O 4.457 -3.520 -4.948
H 3.301 -1.144 -3.513
*
```